No. 1
DFT (ωB97M-V with the def2-TZVPD basis set) results for a single C4H5NO2 molecule.

Atoms and positions in Å:
C: 0.46582 0.00544 -0.58719
H: 2.24469 -1.01733 -0.04028
H: 2.36426 0.22730 -1.29081
O: -0.10563 0.94566 1.79215
H: -2.46836 -0.32310 -1.55641
C: -1.05997 0.22006 1.55217
C: 1.88719 -0.02034 -0.32791
O: -1.57526 -0.12053 -1.88222
N: -1.27285 -0.54602 0.43958
H: -1.87196 0.06948 2.28852
C: -0.79066 -0.16894 -0.80060
H: 2.18274 0.72833 0.41301

Values from the calculation:
Total charge: 0
Highest occupied orbital energy (Ha): -0.3280
ΔE to the lowest compared entry with this formula, charge and spin (kJ/mol): 393.7
Total energy (Ha): -360.5195
Frontier orbital gap (eV): 8.4

No. 2
DFT (ωB97M-V with the def2-TZVPD basis set) results for 2 unconnected molecules or ions with the total composition C3H5O2 at a distorted geometry.

Atoms and positions in Å:
C: 1.00438 -1.73900 -0.96304
C: 1.56088 0.24838 0.31471
H: 0.17022 -2.46057 -0.88797
H: -0.22938 2.19447 -0.68820
O: 1.19123 -0.97355 0.04175
C: -0.29130 1.59553 0.15909
H: 0.11006 1.96621 1.12063
H: -1.02563 0.75584 0.36118
H: 1.53297 -1.69623 -1.94875
O: 2.47196 0.82941 0.77980

Values from the calculation:
Total charge: +1
Highest occupied orbital energy (spin up / spin down) (Ha): -0.5300 / -0.5384
ΔE to the lowest compared entry with this formula, charge and spin (kJ/mol): 494.2
Total energy (Ha): -267.2999
Frontier orbital gap (spin up / spin down) (eV): 6.8 / 7.7

No. 3
DFT (ωB97M-V with the def2-TZVPD basis set) results for 2 unconnected molecules or ions with the total composition C17H32BrF5N4O5PS at a distorted geometry.

Atoms and positions in Å:
O: -3.29882 5.31524 -3.95375
C: 2.55789 2.85420 -0.01453
H: 0.21088 -3.00376 2.73223
F: 0.41476 0.44650 -5.65995
F: -1.27435 -1.09953 -5.49005
H: -2.82310 1.98835 0.98255
C: 2.03933 1.33811 0.09416
H: 1.85210 3.65081 0.41278
H: 3.46893 -5.24104 2.58225
C: 1.52729 -5.35172 1.66759
H: -1.16455 -3.19830 1.63125
H: 0.57625 0.33627 2.16117
C: -0.40679 2.00054 -0.95820
S: 0.04164 1.72290 -2.77755
H: 2.43672 0.90019 1.10004
H: -3.78612 3.93241 -1.69480
H: 0.87694 -0.58777 -1.14385
H: -1.50194 1.59378 -0.88151
N: 2.93309 3.28786 -1.41072
H: -0.30318 -5.12184 -0.27306
H: 2.15184 -5.29848 3.76203
C: -0.71973 -5.52682 0.65132
H: -0.04723 -4.98777 3.95403
C: -1.80472 3.96336 -0.64879
C: -0.06304 1.14474 1.61064
C: -0.26328 -0.39001 -4.71441
C: -2.66727 3.81386 -2.00893
H: 0.48266 -3.03885 0.94842
O: -0.46994 3.40731 -0.67502
N: -2.53061 4.22216 2.19012
C: -0.54248 -5.46810 3.10939
Br: -0.81000 6.21775 -3.03688
N: 0.23617 -0.33925 -0.37340
H: 3.14357 -3.23378 3.55933
H: 2.56118 0.69762 -0.73007
C: -0.10629 -3.42723 1.78039
H: -0.61334 -6.61321 0.67768
C: 0.23985 2.52266 2.36765
P: -2.89723 3.41272 0.82808
H: 3.81472 2.85554 -1.72434
C: -1.12296 0.47000 -3.60842
F: -2.15854 1.12880 -4.38740
H: -1.67141 5.11397 -0.49331
O: 1.43236 1.17669 -2.99277
H: -4.27303 3.76187 0.49358
C: 0.45376 1.10337 0.06618
H: -1.15887 0.79390 1.73873
H: -0.39510 -6.54937 3.13946
H: 2.95026 4.31706 -1.49800
F: -1.66124 -0.48527 -2.68253
O: 2.49188 -3.47050 2.87902
H: 0.33220 -0.96721 0.43995
C: -2.42331 5.04705 -3.05924
H: -2.59629 2.78257 -2.50993
H: 3.53961 2.92137 0.61179
C: 0.68435 3.64587 2.88336
H: -1.73770 4.85309 1.98196
H: 1.54290 -6.44291 1.60234
N: 0.04970 -4.93973 1.82323
H: 1.85950 -4.93237 0.71322
H: 0.79468 4.72247 3.27962
H: -1.60778 -5.22848 3.12254
C: 2.45458 -4.88859 2.79446
F: 0.55472 -1.40184 -4.12808
O: -0.03536 3.01876 -3.59315
H: -1.77071 -5.24800 0.75009

Values from the calculation:
Total charge: +1
Highest occupied orbital energy (Ha): -0.3783
ΔE to the lowest compared entry with this formula, charge and spin (kJ/mol): 346.9
Total energy (Ha): -5074.4302
Frontier orbital gap (eV): 7.4

No. 4
DFT (ωB97M-V with the def2-TZVPD basis set) results for a molecular structure, C22H17N4O8Ru at a distorted geometry.

Atoms and positions in Å:
C: 4.14524 1.96462 0.39206
C: -4.58231 0.01114 3.04888
C: 2.32333 0.71341 1.99991
N: -2.11788 0.98928 2.19473
H: -5.58330 -0.27388 3.34117
O: -0.76640 2.75899 2.73776
C: -1.42661 -2.60393 -3.98321
C: 0.40250 3.60328 2.44616
H: 2.90530 1.98063 -3.32228
C: -0.46534 -1.61882 -1.92257
Ru: 0.28547 0.30824 -0.05815
H: 1.96055 -4.39426 -4.63468
C: -3.48816 0.15420 3.95918
H: -3.70280 0.09767 -0.75245
H: -5.08503 -0.22960 0.98300
C: -1.37792 -3.59071 -4.93625
C: -4.35714 0.15224 1.67956
C: -0.17168 -4.28912 -5.17872
C: 2.35812 1.65261 -1.48299
C: 4.48306 1.67913 1.70270
O: 2.02177 -2.68150 -2.74919
N: 1.97679 1.02622 0.68529
O: 1.29967 -0.29578 3.86960
O: -0.84037 2.02246 0.58953
C: -0.32230 -2.42281 -3.12035
C: 3.57532 1.04125 2.51070
C: -2.77466 0.15049 -0.08415
H: 5.36997 2.08298 2.19677
C: 2.85512 1.65691 -0.07655
O: 0.22829 -0.44044 1.80687
H: 0.48484 3.60211 1.33694
H: -2.20695 -3.76934 -5.57913
C: 0.98292 -4.01277 -4.44170
O: 0.52899 -1.52666 -1.06730
H: -1.43479 0.73169 4.21016
C: -3.04177 0.47835 1.26347
H: -3.57159 -0.05059 5.06967
H: 1.63492 -2.18279 -1.93512
H: -0.18227 -5.04856 -5.95550
N: -1.64305 -0.99929 -1.70800
C: -2.29017 0.59992 3.50981
H: -2.31887 -1.98908 -3.85963
N: -1.58840 -0.25720 -0.59670
H: 0.06999 4.60860 2.78766
O: 3.26919 2.01283 -2.43170
O: 1.18727 1.25002 -1.79864
H: 1.29505 3.28526 2.94988
H: 3.76290 0.81259 3.57886
C: 1.23025 -0.07325 2.68131
C: 0.89924 -3.02877 -3.42000
H: 4.92973 2.42299 -0.21833
C: -1.12607 1.92904 1.78166

Values from the calculation:
Total charge: 0
Highest occupied orbital energy (spin up / spin down) (Ha): -0.2210 / -0.2905
ΔE to the lowest compared entry with this formula, charge and spin (kJ/mol): 0.0
Total energy (Ha): -1764.2755
Multiplicity: 6
Frontier orbital gap (spin up / spin down) (eV): 5.8 / 6.5

No. 5
DFT (ωB97M-V with the def2-TZVPD basis set) results for a gas-phase ion, C8H14BrN2 (charge +1) at a distorted geometry.

Atoms and positions in Å:
H: -1.89201 2.79185 0.17828
H: 0.61121 3.65264 -0.00748
C: 0.13713 -1.63130 1.25963
N: 1.93685 2.03473 -0.21438
H: 2.74984 2.50478 -0.38111
H: 0.01945 -2.76138 1.26532
H: -1.99488 -2.12663 -0.12319
H: 0.05012 -2.66688 -1.55730
H: -2.21608 1.08905 -0.31777
N: 0.44855 0.41892 -0.13666
H: -1.81421 1.73431 1.30250
Br: 3.34828 -0.50732 -0.09824
C: -0.10648 -0.97023 -0.11512
H: -0.47806 -1.33721 2.18187
H: -2.03604 -0.61321 0.71991
C: 0.67048 2.62835 -0.21879
C: -1.65827 -1.05923 -0.21921
H: 1.44378 -2.25199 -0.81137
H: 1.21281 -1.38531 1.64449
H: 0.93798 -1.22199 -2.01921
C: 1.90709 0.70451 -0.10632
C: -1.65060 1.81595 0.20806
H: -2.01384 -0.61856 -1.09409
C: -0.22942 1.56063 -0.11894
C: 0.61631 -1.78447 -1.22086

Values from the calculation:
Total charge: +1
Highest occupied orbital energy (Ha): -0.4838
ΔE to the lowest compared entry with this formula, charge and spin (kJ/mol): 71.5
SMILES: Cc1c[nH+]c(Br)n1C(C)(C)C
Total energy (Ha): -2996.4602
Frontier orbital gap (eV): 9.8

No. 6
DFT (ωB97M-V with the def2-TZVPD basis set) results for a molecular structure, C46H40GeIrN4O3PSSe at a distorted geometry.

Atoms and positions in Å:
C: -1.52823 3.20744 -5.13587
H: 2.41133 -0.68574 -4.15636
H: 2.50837 -3.26687 -2.31519
H: -1.50117 5.29212 -1.95555
C: 0.95041 1.19769 2.93374
H: -4.26207 -2.56325 3.90696
H: -2.15766 4.16724 4.72865
N: 1.20117 -3.28925 2.92845
H: -2.21961 6.23113 -4.15237
C: -2.58924 -1.42900 3.16293
C: -0.87496 -1.20110 -4.78976
C: -1.83793 -3.70389 0.65015
H: 3.83349 3.38862 0.97074
H: 6.67041 -3.12832 -3.29983
H: 3.81606 1.36965 2.04448
H: -1.99892 -0.21855 -0.40559
C: -2.35622 2.26115 1.90074
P: 2.00085 -0.64583 -1.23027
C: 2.43741 1.12553 -1.14056
H: -2.99513 -1.35771 2.15630
H: -0.84269 -0.96560 -1.41130
H: 0.62578 -5.74204 1.14125
C: -2.51110 -5.58187 2.00458
C: 3.45204 -2.73176 -2.32420
C: -1.59031 -1.58352 5.75194
H: -2.03666 -2.75668 0.16380
H: 3.37205 -1.75963 2.60225
H: -1.54937 -1.37916 -5.62102
C: 3.30091 0.86757 1.22958
H: -3.26223 -6.12712 2.55841
C: 3.20483 3.81713 -1.03913
O: 0.33936 -2.51353 2.39956
C: -1.11313 2.59583 -3.95996
C: 3.00762 1.65504 0.01797
H: 3.51093 4.85492 -0.99758
C: 0.48124 -1.01182 -5.02595
S: 0.76702 -3.52889 -0.36304
C: -2.80085 -2.19017 5.44019
C: 5.87981 -1.38328 -2.33462
Ir: 1.23245 -1.44927 0.76740
H: 6.82626 -0.85848 -2.33429
C: 5.79103 -2.65833 -2.87286
H: -0.91596 -6.97695 2.38342
H: 4.50705 -4.33312 -3.27984
C: -0.48966 -0.96672 -2.42609
C: -1.36220 -0.82965 3.46233
C: -1.25007 -6.06751 1.90833
H: 0.56067 1.60983 3.86624
C: -3.32737 4.68749 2.97363
N: 3.06213 -0.37803 1.36469
C: -2.45784 3.86024 3.73146
C: 4.57759 -3.33637 -2.86209
N: -1.91494 4.48777 -5.21350
C: -3.88480 2.53759 -0.00079
C: 2.63896 3.29564 -2.18766
C: -1.89842 5.19708 -4.07470
C: -3.32915 3.02780 1.21123
C: 4.75185 -0.76707 -1.80195
H: -4.48488 4.85734 1.19603
C: 0.87142 -0.78591 -2.65084
H: -0.81288 1.55310 -3.95276
H: 1.85058 0.63257 3.16911
H: -3.79973 -3.95294 1.44326
O: 2.29438 -3.06208 2.41849
N: -0.32012 -5.38520 1.18829
C: -1.99628 2.68649 3.21431
H: -1.20267 -1.63475 6.76331
H: -1.38573 2.04047 3.83058
C: 2.25795 1.95423 -2.23363
H: -2.41796 -1.33288 -3.29879
C: 1.35099 -0.81009 -3.96036
O: 3.56210 -0.80627 2.57514
C: -0.54671 -4.22934 0.54714
C: -2.37037 0.67842 0.08021
C: -1.08902 3.34679 -2.78879
Se: -0.45396 2.59474 -1.18077
C: -1.49826 4.67795 -2.84896
Ge: -0.35249 0.04318 2.06352
H: -4.67792 3.10527 -0.47995
H: 1.81807 1.55979 -3.13845
H: 0.08514 -0.46409 5.01790
C: 3.38411 2.99393 0.06299
H: -3.35109 -2.72657 6.20514
H: -3.66744 5.63276 3.38056
H: 1.19522 2.02451 2.25586
C: -1.36175 -1.17571 -3.48723
H: -1.55201 2.64577 -6.06454
C: -1.80947 1.08530 1.25722
C: -3.77247 4.26231 1.76128
H: 4.83416 0.23319 -1.39486
H: -3.89922 0.96831 -1.43922
C: -2.80213 -4.37050 1.36647
H: 2.49188 3.92249 -3.05933
C: 3.52952 -1.43230 -1.80782
C: -3.45328 1.36287 -0.53207
H: 0.86800 -1.04044 -6.03778
C: -0.87010 -0.91530 4.76388
C: -3.30678 -2.10582 4.14604

Values from the calculation:
Total charge: +1
Highest occupied orbital energy (spin up / spin down) (Ha): -0.3706 / -0.3701
ΔE to the lowest compared entry with this formula, charge and spin (kJ/mol): 304.0
Total energy (Ha): -7543.5288
Multiplicity: 2
Frontier orbital gap (spin up / spin down) (eV): 6.2 / 6.2